1.
The following is a DFT calculation (wB97M-V/def2-TZVPD) of a single C2H3N3O2 molecule at a distorted geometry.

The structure (SMILES) is O=C1NN=CON1. The value obtained for the lowest unoccupied orbital energy is 0.517 eV. The calculation puts the total energy at -10684.045 eV. Its spin multiplicity is 1. For the HOMO energy, the calculation gives -9.46 eV. The value obtained for the energy relative to the best compared isomer or geometry (same formula, charge and spin) is 425.7 kJ/mol.

Last column: Mulliken charge in e.
Positions of all 10 atoms, in Å:
C1 -0.447980 -0.821331 -0.445298  0.372
C2 0.806446 1.304061 0.708198  0.150
H1 -1.111675 0.738424 -1.482359  0.342
H2 1.374726 2.229724 0.969865  0.349
H3 0.799506 -1.847585 0.815828  0.310
N1 -1.058623 0.475272 -0.348272  -0.244
N2 1.111990 0.099614 1.114042  -0.515
N3 0.750718 -0.987636 0.214886  -0.101
O1 -0.898059 -1.735737 -0.948082  -0.458
O2 -0.207185 1.594775 -0.145083  -0.205

Forces on atoms 1 to 3 (eV/Å):
3.39 3.07 3.53
0.39 -1.76 0.81
-1.18 -1.44 3.55

=====

2.
The following is a DFT calculation (wB97M-V/def2-TZVPD) of C40H43F2N8O3PrS as an isolated structure at a distorted geometry.

Its expectation value of S² is 2.002. The value obtained for the lowest unoccupied orbital energy (spin up / spin down) is -4.556 / -4.556 eV. The calculation puts the total energy at -90572.572 eV. Its spin multiplicity is 3. For the HOMO energy (spin up / spin down), the calculation gives -11.73 / -11.74 eV. The total charge is +2.

Last column: Mulliken charge in e.
Positions of all 98 atoms, in Å:
Pr1 -1.054501 1.219959 2.109204  0.925
N1 -1.403689 4.074145 2.558724  -0.079
C1 -1.522359 4.831279 1.361744  0.248
C2 -1.249516 6.179334 1.320235  -0.606
C3 -1.367977 6.915703 0.133868  -0.753
C4 -1.730547 6.298644 -1.029816  -0.922
C5 -1.953062 4.907464 -1.046063  0.803
C6 -2.204969 4.205409 -2.241033  -0.840
C7 -2.366980 2.846436 -2.194572  -1.265
C8 -2.321535 2.198135 -0.952162  -0.272
N2 -2.088891 2.810033 0.194508  0.730
C9 -1.877072 4.156371 0.160893  0.053
H1 -2.321640 3.852271 2.954387  0.096
H2 -0.906952 4.625634 3.257056  0.218
H3 -0.935140 6.688766 2.219842  0.423
H4 -1.170575 7.975002 0.151131  0.421
H5 -1.835124 6.853708 -1.949124  0.440
H6 -2.248994 4.746271 -3.174701  0.458
H7 -2.523632 2.269988 -3.092851  0.538
H8 -2.506179 1.127441 -0.904140  0.427
C10 -2.274419 -3.830652 -4.152067  -1.050
C11 -2.002569 -4.415686 -2.767882  -1.060
N3 -1.482188 -3.421263 -1.842114  0.184
C12 -2.364140 -2.686966 -1.137075  0.058
C13 -2.030243 -1.762964 -0.194138  -0.654
C14 -3.155099 -0.974592 0.459758  0.404
O1 -4.301791 -1.166628 0.091850  -0.740
O2 -2.797777 -0.116007 1.337863  -0.881
C15 -0.656683 -1.557834 0.155420  1.115
O3 -0.248914 -0.881620 1.122650  -0.180
C16 0.285342 -2.220750 -0.744807  1.158
C17 1.635776 -1.882951 -0.634966  -0.898
C18 2.556179 -2.447859 -1.476436  0.354
F1 3.856695 -2.109673 -1.338644  -0.359
C19 2.176281 -3.373715 -2.460772  -1.479
C20 0.835431 -3.715456 -2.557045  -0.861
C21 -0.137532 -3.148411 -1.722108  0.246
N4 3.081665 -3.931253 -3.387888  0.320
C22 4.235816 -3.150881 -3.782288  -0.641
C23 4.689367 -3.643483 -5.153146  -1.009
N5 5.066938 -5.078369 -5.030627  -0.110
C24 3.902893 -5.883084 -4.568538  -0.722
C25 3.413632 -5.330934 -3.230759  -0.554
H9 -2.593017 -4.625095 -4.821850  0.387
H10 -1.385624 -3.359657 -4.565326  0.323
H11 -3.066673 -3.087485 -4.101050  0.352
H12 -1.300037 -5.248028 -2.828315  0.472
H13 -2.938612 -4.801278 -2.359088  0.463
H14 -3.417606 -2.854357 -1.320384  0.679
H15 1.929729 -1.156481 0.110966  0.614
H16 0.558469 -4.398939 -3.341495  0.648
H17 5.071938 -3.224504 -3.071161  0.438
H18 3.952181 -2.101819 -3.857377  0.509
H19 5.538539 -3.061119 -5.513492  0.433
H20 3.870697 -3.566996 -5.870670  0.371
H21 5.822006 -5.154574 -4.334673  0.401
H22 5.421416 -5.440258 -5.923675  0.361
H23 4.191200 -6.931335 -4.470504  0.400
H24 3.112781 -5.798517 -5.316861  0.366
H25 4.192432 -5.482784 -2.463894  0.228
H26 2.528755 -5.885777 -2.919143  0.461
S1 -3.009026 1.908942 4.229392  -0.492
C26 -4.427437 2.088156 3.334851  0.479
N6 -5.315936 3.064612 3.563622  -0.169
C27 -6.419050 3.023576 2.620787  -0.543
C28 -6.097086 1.765976 1.786398  -0.531
N7 -4.828184 1.325691 2.330761  0.226
H27 -5.278974 3.683044 4.354759  0.240
H28 -6.417632 3.930118 2.005887  0.295
H29 -7.377337 2.948126 3.137530  0.329
H30 -5.993523 1.980971 0.719854  0.271
H31 -6.844379 0.978196 1.909736  0.353
H32 -4.233988 0.605889 1.883576  0.157
F2 4.325084 3.285013 -1.175937  -0.351
C29 3.254164 2.865981 -0.463795  0.310
C30 2.214557 2.239150 -1.121383  -0.771
C31 1.126440 1.808373 -0.377314  -0.159
C32 1.008199 1.991054 1.016737  0.845
C33 2.114127 2.631058 1.614090  -0.640
C34 3.225829 3.060210 0.902706  -0.728
H33 2.243308 2.111675 -2.194041  0.513
H34 0.330333 1.300501 -0.928201  0.102
H35 2.108338 2.813497 2.688110  0.263
H36 4.056121 3.548122 1.390016  0.453
C35 3.678125 -0.476325 6.715369  -1.487
C36 2.555464 -0.152984 5.795790  1.163
C37 1.825765 1.028304 5.911341  -0.976
C38 0.773146 1.266234 5.049041  -0.204
N8 0.396111 0.416949 4.084070  -0.094
C39 1.089705 -0.723506 3.981805  -0.354
C40 2.153529 -1.042463 4.803095  -0.973
H37 4.244808 0.413580 6.973408  0.395
H38 4.341748 -1.215304 6.275791  0.382
H39 3.276613 -0.889405 7.640522  0.310
H40 2.081192 1.756996 6.666260  0.439
H41 0.185689 2.176429 5.137969  0.440
H42 0.767896 -1.413511 3.209225  0.515
H43 2.682359 -1.974884 4.672800  0.403

Forces on atoms 1 to 3 (eV/Å):
-0.35 0.11 -0.26
0.04 -0.16 0.13
0.12 0.40 -0.27

=====

3.
The following is a DFT calculation (wB97M-V/def2-TZVPD) of a single CH3FN2O molecule at a distorted geometry.

The structure (SMILES) is NC(=O)NF. The value obtained for the lowest unoccupied orbital energy is 0.691 eV. The calculation puts the total energy at -8828.822 eV. Its spin multiplicity is 1. For the HOMO energy, the calculation gives -10.42 eV. The value obtained for the energy relative to the best compared isomer or geometry (same formula, charge and spin) is 139.5 kJ/mol.

Last column: Mulliken charge in e.
Positions of all 8 atoms, in Å:
C1 -0.259635 0.146428 -1.230408  0.550
N1 0.640896 -0.234045 -0.271860  -0.433
N2 -1.513590 0.454671 -0.752236  -0.110
O1 0.084209 0.166952 -2.388857  -0.551
F1 -2.373878 1.098183 -1.645206  -0.167
H1 0.299430 -0.722944 0.420768  0.199
H2 1.453280 -0.593311 -0.673056  0.248
H3 -1.754657 0.661963 0.232869  0.263

Forces on atoms 1 to 3 (eV/Å):
0.75 0.09 -1.13
0.41 3.30 -2.57
-0.99 0.07 0.46

=====

4.
The following is a DFT calculation (wB97M-V/def2-TZVPD) of a 2-piece molecular cluster, C4H9NO overall at a distorted geometry.

Its expectation value of S² is 0.780. The value obtained for the lowest unoccupied orbital energy (spin up / spin down) is -4.225 / -7.020 eV. The calculation puts the total energy at -7822.473 eV. Its spin multiplicity is 2. For the HOMO energy (spin up / spin down), the calculation gives -13.53 / -13.53 eV. The total charge is +1. The value obtained for the energy relative to the best compared isomer or geometry (same formula, charge and spin) is 79.3 kJ/mol.

Last column: Mulliken charge in e.
Positions of all 15 atoms, in Å:
N1 0.116438 2.502780 -1.412571  -0.305
C1 0.309949 1.540198 -0.564745  0.017
C2 1.357946 1.412439 0.354524  0.003
C3 1.203803 0.347116 1.268337  -0.099
C4 2.149478 -0.398154 1.873182  -0.646
H1 -0.856335 2.711884 -1.614386  0.305
H2 0.693080 3.334046 -1.372135  0.277
H3 -0.545619 0.884569 -0.435971  0.330
H4 1.972414 2.286319 0.482229  0.326
H5 0.248396 -0.107009 1.110625  0.227
H6 1.952337 -1.338644 2.378570  0.279
H7 3.211658 -0.174153 1.924224  0.285
H8 -4.012400 -4.978092 -1.426428  0.329
H9 -3.308180 -4.305429 -0.228138  0.315
O1 -3.835517 -4.137027 -1.004001  -0.644

Forces on atoms 1 to 3 (eV/Å):
-0.50 1.34 0.16
-0.72 -0.33 1.19
-0.55 0.53 0.44

=====

5.
The following is a DFT calculation (wB97M-V/def2-TZVPD) of a 5-piece molecular cluster, C12H34O5 overall at a distorted geometry.

The structure (SMILES) is CC(C)O.CC(C)O.CC(C)O.CC(C)O.O. The value obtained for the lowest unoccupied orbital energy is 0.659 eV. The calculation puts the total energy at -23232.336 eV. Its spin multiplicity is 1. For the HOMO energy, the calculation gives -10.04 eV. The value obtained for the energy relative to the best compared isomer or geometry (same formula, charge and spin) is 111.3 kJ/mol.

Last column: Mulliken charge in e.
Positions of all 51 atoms, in Å:
O1 -20.157148 -2.156401 4.438769  -0.651
H1 -19.264126 -1.770028 4.598098  0.402
H2 -20.023382 -2.822115 3.722093  0.306
C1 -14.671162 0.769284 3.809042  -1.228
C2 -15.811398 1.614758 3.185610  0.564
C3 -16.471620 1.108940 1.948939  -1.051
O2 -16.851449 1.749528 4.189974  -0.650
H3 -14.929895 -0.332674 3.847201  -0.019
H4 -14.333114 1.163641 4.727541  0.352
H5 -13.946474 0.786811 3.017356  0.507
H6 -15.429207 2.646401 2.956482  0.341
H7 -17.135992 0.253977 2.087205  0.168
H8 -15.773925 0.672353 1.230789  0.423
H9 -17.067140 1.889447 1.400903  0.269
H10 -17.550644 2.285954 3.862458  0.348
C4 -17.352365 -1.827114 7.157266  -1.613
C5 -16.666522 -1.385639 5.843605  0.889
C6 -15.872884 -2.476389 5.241268  -1.358
O3 -17.627077 -0.915432 4.902376  -0.428
H11 -16.589960 -2.095112 7.937983  0.361
H12 -18.010138 -2.671403 6.940898  0.375
H13 -17.847755 -0.932361 7.512603  0.377
H14 -16.030219 -0.571406 6.154823  0.231
H15 -16.425777 -3.425606 5.232024  0.317
H16 -14.889251 -2.685285 5.685944  0.344
H17 -15.626897 -2.225127 4.205870  0.340
H18 -17.419959 -0.081243 4.467205  0.070
C7 -20.296035 1.189994 4.041064  -1.051
C8 -20.422919 2.602824 3.488402  0.412
C9 -20.973715 3.444693 4.602226  -1.323
O4 -19.085955 3.023784 3.133174  -0.476
H19 -19.882195 0.484289 3.298043  0.239
H20 -21.268121 0.812167 4.350448  0.460
H21 -19.542962 1.151587 4.888600  0.134
H22 -21.024830 2.577059 2.598267  0.317
H23 -21.950590 3.101232 4.917659  0.376
H24 -21.059354 4.526472 4.388982  0.365
H25 -20.249789 3.375166 5.398104  0.324
H26 -19.119507 3.891049 2.708192  0.235
C10 -11.552961 -4.121297 8.199919  -1.211
C11 -11.042114 -3.664414 6.854507  0.658
C12 -10.031420 -4.632828 6.325607  -1.529
O5 -12.111694 -3.427891 5.924144  -0.459
H27 -12.164547 -5.007475 7.958897  0.292
H28 -12.136835 -3.399831 8.762184  0.320
H29 -10.689271 -4.442650 8.830800  0.337
H30 -10.388119 -2.770629 7.012840  0.118
H31 -10.395304 -5.645647 6.329274  0.365
H32 -9.107981 -4.621774 6.942012  0.397
H33 -9.829858 -4.315960 5.320761  0.433
H34 -12.016018 -4.028894 5.183929  0.281

Forces on atoms 1 to 3 (eV/Å):
0.59 -0.65 -0.80
-0.44 -0.19 -0.11
-0.11 0.86 0.93

=====

6.
The following is a DFT calculation (wB97M-V/def2-TZVPD) of a single C4H10O2S molecule.

The structure (SMILES) is COCCOCS. The value obtained for the lowest unoccupied orbital energy is 0.920 eV. The calculation puts the total energy at -19239.023 eV. Its spin multiplicity is 1. For the HOMO energy, the calculation gives -8.96 eV. The value obtained for the energy relative to the best compared isomer or geometry (same formula, charge and spin) is 189.9 kJ/mol.

Last column: Mulliken charge in e.
Positions of all 17 atoms, in Å:
C1 2.250679 -0.305521 -0.394580  -0.720
O1 1.063452 -0.737267 0.225308  -0.297
C2 0.454027 0.250769 1.028162  -0.687
C3 -0.443992 1.195683 0.244711  -0.363
O2 -1.774763 0.737775 0.109639  -0.392
C4 -1.960108 -0.305160 -0.809839  -0.369
S1 -2.438002 -1.887830 -0.064288  -0.187
H1 2.965726 0.074126 0.342296  0.313
H2 2.685239 -1.161508 -0.904630  0.248
H3 2.070501 0.479780 -1.136830  0.285
H4 1.208918 0.828698 1.574121  0.412
H5 -0.161639 -0.268861 1.763883  0.392
H6 -0.517778 2.149155 0.766329  0.306
H7 -0.012835 1.378273 -0.745457  0.351
H8 -2.810819 -0.058286 -1.446380  0.312
H9 -1.077074 -0.443064 -1.434577  0.311
H10 -1.501533 -1.926761 0.882132  0.084

Forces on atoms 1 to 3 (eV/Å):
0.04 0.07 -0.11
-0.05 -0.20 0.09
-0.10 0.10 0.05

=====

Which value of spin multiplicity does entry 5 give? 1

=====

Number 1 is which compound? C2H3N3O2

=====

What is the spin multiplicity in the fifth record? 1